11 unconnected molecules or ions with the total composition C74H169N11O11, computed with wB97M-V/def2-TZVPD.

Each atom is followed by the atoms it is bonded to, with distances in Å.
Cartesian coordinates (Å):
1 C 6.075 -0.837 -0.863  C2 1.501, H12 1.095, H13 1.081, H14 1.127
2 C 5.326 -1.020 0.424  C1 1.501, C3 1.572, C4 1.522, N10 1.494
3 C 4.450 -2.305 0.187  C2 1.572, H15 1.114, H16 1.103, H17 1.078
4 C 6.371 -1.081 1.529  C2 1.522, C5 1.584, H18 1.076, H19 1.072
5 C 5.651 -1.004 2.938  C4 1.584, C6 1.508, H20 1.099, H21 1.066
6 C 4.929 0.320 2.948  C5 1.508, C7 1.481, H22 1.097, H23 1.124
7 C 3.926 0.561 1.885  C6 1.481, C8 1.585, C9 1.526, N10 1.500
8 C 2.586 -0.263 2.083  C7 1.585, H24 1.120, H25 1.086, H26 1.084
9 C 3.508 2.029 1.884  C7 1.526, H27 1.104, H28 1.094, H29 1.135
10 N 4.561 0.257 0.561  C2 1.494, C7 1.500, O11 1.404
11 O 3.561 0.309 -0.423  N10 1.404, H30 0.977
12 H 5.511 -0.691 -1.790  C1 1.095
13 H 6.853 -0.088 -0.889  C1 1.081
14 H 6.589 -1.831 -1.000  C1 1.127
15 H 3.808 -2.698 1.008  C3 1.114
16 H 3.738 -2.296 -0.655  C3 1.103
17 H 5.126 -3.131 0.042  C3 1.078
18 H 6.980 -1.963 1.442  C4 1.076
19 H 7.023 -0.234 1.438  C4 1.072
20 H 4.979 -1.854 3.125  C5 1.099
21 H 6.423 -1.164 3.655  C5 1.066
22 H 5.698 1.097 2.853  C6 1.097
23 H 4.518 0.522 3.974  C6 1.124
24 H 2.147 -0.132 3.106  C8 1.120
25 H 2.725 -1.331 1.951  C8 1.086
26 H 1.880 0.181 1.390  C8 1.084
27 H 2.938 2.284 2.795  C9 1.104
28 H 2.900 2.187 0.988  C9 1.094
29 H 4.339 2.799 1.824  C9 1.135
30 H 2.855 -0.321 -0.180  O11 0.977
31 C 2.605 -0.334 6.297  C32 1.506, H42 1.080, H43 1.117, H44 1.065
32 C 2.644 -1.493 7.257  C31 1.506, C33 1.588, C34 1.532, N40 1.534
33 C 4.135 -1.685 7.769  C32 1.588, H45 1.087, H46 1.091, H47 1.066
34 C 1.625 -1.400 8.398  C32 1.532, C35 1.515, H48 1.083, H49 1.082
35 C 0.180 -1.509 7.957  C34 1.515, C36 1.543, H50 1.130, H51 1.096
36 C 0.051 -2.898 7.298  C35 1.543, C37 1.562, H52 1.091, H53 1.115
37 C 1.004 -3.016 6.065  C36 1.562, C38 1.513, C39 1.516, N40 1.459
38 C 1.013 -4.459 5.609  C37 1.513, H54 1.079, H55 1.119, H56 1.101
39 C 0.599 -2.171 4.873  C37 1.516, H57 1.097, H58 1.101, H59 1.091
40 N 2.350 -2.849 6.602  C32 1.534, C37 1.459, O41 1.451
41 O 3.227 -2.843 5.446  N40 1.451, H60 0.956
42 H 3.073 0.506 6.787  C31 1.080
43 H 3.159 -0.549 5.350  C31 1.117
44 H 1.613 -0.064 6.020  C31 1.065
45 H 4.808 -1.720 6.916  C33 1.087
46 H 4.508 -0.905 8.435  C33 1.091
47 H 4.213 -2.537 8.404  C33 1.066
48 H 1.915 -2.165 9.107  C34 1.083
49 H 1.846 -0.492 8.944  C34 1.082
50 H -0.489 -1.442 8.865  C35 1.130
51 H -0.126 -0.685 7.302  C35 1.096
52 H -0.930 -3.148 6.890  C36 1.091
53 H 0.335 -3.755 7.954  C36 1.115
54 H -0.015 -4.727 5.423  C38 1.079
55 H 1.471 -5.108 6.397  C38 1.119
56 H 1.533 -4.641 4.656  C38 1.101
57 H 1.464 -1.951 4.235  C39 1.097
58 H -0.024 -1.280 5.047  C39 1.101
59 H -0.112 -2.701 4.237  C39 1.091
60 H 3.936 -3.452 5.648  O41 0.956
61 C -1.443 7.155 3.143  C62 1.530, H72 1.117, H73 1.102, H74 1.085
62 C -2.056 6.385 1.972  C61 1.530, C63 1.508, C64 1.551, N70 1.467
63 C -3.488 6.066 2.319  C62 1.508, H75 1.100, H76 1.094, H77 1.115
64 C -2.074 7.187 0.644  C62 1.551, C65 1.570, H78 1.113, H79 1.085
65 C -0.685 7.265 -0.084  C64 1.570, C66 1.523, H80 1.129, H81 1.085
66 C -0.136 5.849 -0.191  C65 1.523, C67 1.512, H82 1.081, H83 1.110
67 C -0.022 5.154 1.146  C66 1.512, C68 1.549, C69 1.521, N70 1.458
68 C 0.416 3.683 0.932  C67 1.549, H84 1.110, H85 1.101, H86 1.111
69 C 0.998 5.786 2.081  C67 1.521, H87 1.089, H88 1.090, H89 1.103
70 N -1.376 5.117 1.686  C62 1.467, C67 1.458, O71 1.397
71 O -1.384 4.361 2.860  N70 1.397, H90 0.966
72 H -2.229 7.556 3.827  C61 1.117
73 H -0.752 6.617 3.811  C61 1.102
74 H -0.853 8.001 2.805  C61 1.085
75 H -4.089 6.981 2.203  C63 1.100
76 H -3.792 5.349 1.551  C63 1.094
77 H -3.597 5.615 3.333  C63 1.115
78 H -2.754 6.641 -0.048  C64 1.113
79 H -2.530 8.165 0.761  C64 1.085
80 H -0.804 7.669 -1.131  C65 1.129
81 H -0.008 7.965 0.396  C65 1.085
82 H 0.812 5.859 -0.711  C66 1.081
83 H -0.858 5.258 -0.792  C66 1.110
84 H 1.312 3.753 0.280  C68 1.110
85 H -0.374 3.135 0.393  C68 1.101
86 H 0.644 3.101 1.850  C68 1.111
87 H 1.103 6.870 2.096  C69 1.089
88 H 1.988 5.391 1.854  C69 1.090
89 H 0.791 5.561 3.142  C69 1.103
90 H -1.452 3.445 2.564  O71 0.966
91 C -5.306 2.946 0.270  C92 1.562, H102 1.081, H103 1.092, H104 1.093
92 C -4.533 2.995 -1.087  C91 1.562, C93 1.503, C94 1.498, N100 1.485
93 C -4.882 4.218 -1.887  C92 1.503, H105 1.083, H106 1.082, H107 1.108
94 C -3.079 3.118 -0.747  C92 1.498, C95 1.526, H108 1.075, H109 1.125
95 C -2.210 2.767 -1.952  C94 1.526, C96 1.506, H110 1.112, H111 1.100
96 C -2.582 1.365 -2.355  C95 1.506, C97 1.528, H112 1.086, H113 1.091
97 C -4.021 1.225 -2.850  C96 1.528, C98 1.558, C99 1.536, N100 1.482
98 C -4.284 1.913 -4.222  C97 1.558, H114 1.122, H115 1.093, H116 1.082
99 C -4.501 -0.232 -2.928  C97 1.536, H117 1.080, H118 1.087, H119 1.099
100 N -4.840 1.678 -1.700  C92 1.485, C97 1.482, O101 1.405
101 O -6.184 1.771 -2.098  N100 1.405, H120 0.968
102 H -4.862 2.092 0.761  C91 1.081
103 H -5.239 3.761 0.993  C91 1.092
104 H -6.366 2.719 0.131  C91 1.093
105 H -5.038 5.043 -1.203  C93 1.083
106 H -4.051 4.458 -2.537  C93 1.082
107 H -5.771 4.126 -2.541  C93 1.108
108 H -2.850 4.124 -0.447  C94 1.075
109 H -2.721 2.383 0.024  C94 1.125
110 H -2.287 3.463 -2.816  C95 1.112
111 H -1.138 2.763 -1.703  C95 1.100
112 H -2.418 0.663 -1.543  C96 1.086
113 H -2.016 0.962 -3.196  C96 1.091
114 H -5.212 2.542 -4.198  C98 1.122
115 H -4.378 1.177 -5.025  C98 1.093
116 H -3.563 2.653 -4.542  C98 1.082
117 H -5.286 -0.375 -3.656  C99 1.080
118 H -4.827 -0.632 -1.971  C99 1.087
119 H -3.696 -0.884 -3.295  C99 1.099
120 H -6.600 1.209 -1.429  O101 0.968
121 C 1.989 3.603 -2.206  C122 1.539, H132 1.113, H133 1.072, H134 1.103
122 C 2.273 3.201 -3.664  C121 1.539, C123 1.560, C124 1.534, N130 1.499
123 C 1.649 1.788 -3.882  C122 1.560, H135 1.118, H136 1.092, H137 1.109
124 C 1.616 4.223 -4.601  C122 1.534, C125 1.496, H138 1.109, H139 1.071
125 C 2.473 5.437 -4.766  C124 1.496, C126 1.556, H140 1.087, H141 1.087
126 C 3.919 5.035 -5.179  C125 1.556, C127 1.489, H142 1.121, H143 1.094
127 C 4.559 4.197 -4.128  C126 1.489, C128 1.503, C129 1.524, N130 1.483
128 C 5.890 3.721 -4.639  C127 1.503, H144 1.092, H145 1.073, H146 1.064
129 C 4.832 4.964 -2.841  C127 1.524, H147 1.090, H148 1.065, H149 1.087
130 N 3.718 2.982 -3.995  C122 1.499, C127 1.483, O131 1.411
131 O 4.305 2.082 -3.081  N130 1.411, H150 0.999
132 H 2.400 2.879 -1.466  C121 1.113
133 H 2.501 4.485 -1.878  C121 1.072
134 H 0.895 3.657 -2.078  C121 1.103
135 H 0.542 1.657 -3.790  C123 1.118
136 H 1.940 1.417 -4.867  C123 1.092
137 H 2.024 1.078 -3.117  C123 1.109
138 H 1.435 3.777 -5.600  C124 1.109
139 H 0.630 4.407 -4.225  C124 1.071
140 H 2.009 6.055 -5.532  C125 1.087
141 H 2.413 6.027 -3.855  C125 1.087
142 H 4.542 5.932 -5.433  C126 1.121
143 H 3.800 4.462 -6.103  C126 1.094
144 H 5.766 3.258 -5.620  C128 1.092
145 H 6.415 2.980 -4.069  C128 1.073
146 H 6.546 4.551 -4.749  C128 1.064
147 H 4.880 4.253 -2.015  C129 1.090
148 H 4.139 5.737 -2.600  C129 1.065
149 H 5.808 5.442 -2.854  C129 1.087
150 H 4.211 2.382 -2.133  O131 0.999
151 C 1.795 -1.726 -3.905  C152 1.550, H162 1.073, H163 1.096, H164 1.076
152 C 2.944 -2.321 -4.759  C151 1.550, C153 1.544, C154 1.552, N160 1.514
153 C 3.531 -3.515 -3.975  C152 1.544, H165 1.095, H166 1.075, H167 1.114
154 C 2.382 -2.810 -6.120  C152 1.552, C155 1.504, H168 1.096, H169 1.092
155 C 3.461 -3.014 -7.147  C154 1.504, C156 1.519, H170 1.105, H171 1.108
156 C 4.251 -1.730 -7.328  C155 1.519, C157 1.532, H172 1.107, H173 1.076
157 C 4.928 -1.258 -6.038  C156 1.532, C158 1.509, C159 1.511, N160 1.486
158 C 6.037 -2.204 -5.648  C157 1.509, H174 1.102, H175 1.077, H176 1.119
159 C 5.482 0.145 -6.114  C157 1.511, H177 1.042, H178 1.080, H179 1.088
160 N 3.823 -1.125 -5.053  C152 1.514, C157 1.486, O161 1.412
161 O 4.463 -0.747 -3.852  N160 1.412, H180 0.997
162 H 1.381 -0.838 -4.344  C151 1.073
163 H 1.009 -2.487 -3.840  C151 1.096
164 H 2.139 -1.487 -2.914  C151 1.076
165 H 2.688 -4.154 -3.693  C153 1.095
166 H 4.203 -4.188 -4.476  C153 1.075
167 H 4.053 -3.205 -3.041  C153 1.114
168 H 1.766 -3.690 -5.899  C154 1.096
169 H 1.596 -2.089 -6.355  C154 1.092
170 H 4.114 -3.833 -6.794  C155 1.105
171 H 3.006 -3.362 -8.095  C155 1.108
172 H 3.571 -0.908 -7.626  C156 1.107
173 H 5.089 -1.893 -7.984  C156 1.076
174 H 6.464 -1.847 -4.697  C158 1.102
175 H 6.747 -2.348 -6.446  C158 1.077
176 H 5.817 -3.245 -5.299  C158 1.119
177 H 4.757 0.820 -6.436  C159 1.042
178 H 6.322 0.169 -6.794  C159 1.080
179 H 5.738 0.480 -5.111  C159 1.088
180 H 4.191 0.202 -3.711  O161 0.997
181 C -5.302 -6.082 -0.622  O182 1.383, H187 1.113, H188 1.080, H189 1.101
182 O -5.010 -5.537 0.615  C181 1.383, C183 1.430
183 C -4.303 -6.424 1.486  O182 1.430, C184 1.546, H190 1.122, H191 1.079
184 C -4.053 -5.647 2.799  C183 1.546, C185 1.492, N186 1.470, H192 1.112
185 C -2.825 -4.806 2.685  C184 1.492, H193 1.058, H194 1.079, H195 1.070
186 N -3.723 -6.674 3.798  C184 1.470, H196 1.025, H197 1.021
187 H -6.229 -5.574 -0.968  C181 1.113
188 H -5.374 -7.158 -0.565  C181 1.080
189 H -4.496 -5.937 -1.359  C181 1.101
190 H -4.990 -7.251 1.808  C183 1.122
191 H -3.464 -6.897 1.000  C183 1.079
192 H -4.974 -5.099 3.096  C184 1.112
193 H -2.597 -4.268 3.567  C185 1.058
194 H -2.822 -4.186 1.803  C185 1.079
195 H -1.997 -5.451 2.481  C185 1.070
196 H -3.564 -6.360 4.761  N186 1.025
197 H -4.547 -7.277 3.814  N186 1.021
198 C -7.292 -1.494 -1.299  O199 1.454, H204 1.081, H205 1.083, H206 1.060
199 O -7.124 -0.343 -0.428  C198 1.454, C200 1.438
200 C -7.146 -0.679 0.970  O199 1.438, C201 1.533, H207 1.102, H208 1.071
201 C -5.854 -1.391 1.384  C200 1.533, C202 1.559, N203 1.483, H209 1.099
202 C -5.942 -1.670 2.916  C201 1.559, H210 1.098, H211 1.131, H212 1.097
203 N -4.646 -0.591 1.069  C201 1.483, H213 1.015, H214 1.026
204 H -6.382 -2.065 -1.420  C198 1.081
205 H -7.646 -1.153 -2.264  C198 1.083
206 H -8.022 -2.114 -0.847  C198 1.060
207 H -7.244 0.298 1.469  C200 1.102
208 H -7.922 -1.402 1.123  C200 1.071
209 H -5.780 -2.378 0.908  C201 1.099
210 H -6.764 -2.364 3.134  C202 1.098
211 H -6.058 -0.753 3.569  C202 1.131
212 H -4.997 -2.160 3.180  C202 1.097
213 H -4.576 0.153 1.755  N203 1.015
214 H -4.816 -0.157 0.155  N203 1.026
215 C -5.738 2.111 4.246  O216 1.436, H221 1.094, H222 1.078, H223 1.081
216 O -4.608 1.276 3.945  C215 1.436, C217 1.443
217 C -3.409 1.788 4.563  O216 1.443, C218 1.504, H224 1.090, H225 1.099
218 C -2.188 0.989 4.196  C217 1.504, C219 1.513, N220 1.515, H226 1.088
219 C -1.027 1.492 5.027  C218 1.513, H227 1.107, H228 1.104, H229 1.106
220 N -1.815 0.993 2.729  C218 1.515, H230 1.009, H231 0.994
221 H -5.934 2.112 5.322  C215 1.094
222 H -6.585 1.655 3.760  C215 1.078
223 H -5.552 3.090 3.826  C215 1.081
224 H -3.261 2.825 4.260  C217 1.090
225 H -3.543 1.778 5.653  C217 1.099
226 H -2.416 -0.030 4.504  C218 1.088
227 H -0.212 0.744 5.070  C219 1.107
228 H -1.392 1.583 6.064  C219 1.104
229 H -0.562 2.462 4.771  C219 1.106
230 H -2.526 0.611 2.123  N220 1.009
231 H -1.018 0.403 2.657  N220 0.994
232 C 0.506 0.483 -0.783  O233 1.379, H238 1.091, H239 1.079, H240 1.099
233 O 0.974 -0.799 -0.585  C232 1.379, C234 1.395
234 C -0.015 -1.751 -0.831  O233 1.395, C235 1.550, H241 1.113, H242 1.088
235 C -1.167 -1.729 0.205  C234 1.550, C236 1.491, N237 1.451, H243 1.096
236 C -0.875 -2.103 1.618  C235 1.491, H244 1.082, H245 1.107, H246 1.088
237 N -2.329 -2.465 -0.261  C235 1.451, H247 0.998, H248 1.017
238 H 1.328 1.197 -0.859  C232 1.091
239 H -0.171 0.702 0.029  C232 1.079
240 H -0.070 0.543 -1.717  C232 1.099
241 H -0.370 -1.532 -1.864  C234 1.113
242 H 0.483 -2.718 -0.823  C234 1.088
243 H -1.483 -0.681 0.261  C235 1.096
244 H -0.854 -3.180 1.725  C236 1.082
245 H -1.658 -1.738 2.309  C236 1.107
246 H 0.074 -1.672 1.930  C236 1.088
247 H -2.491 -2.339 -1.237  N237 0.998
248 H -3.140 -2.188 0.286  N237 1.017
249 C 0.434 -8.073 -5.022  O250 1.430, H255 1.092, H256 1.108, H257 1.137
250 O 0.408 -6.889 -4.222  C249 1.430, C251 1.407
251 C -0.774 -6.173 -4.489  O250 1.407, C252 1.528, H258 1.126, H259 1.103
252 C -1.011 -5.176 -3.356  C251 1.528, C253 1.534, N254 1.484, H260 1.122
253 C -0.582 -5.790 -2.018  C252 1.534, H261 1.093, H262 1.095, H263 1.112
254 N -2.419 -4.715 -3.436  C252 1.484, H264 1.006, H265 1.021
255 H -0.230 -8.799 -4.547  C249 1.092
256 H 1.483 -8.428 -4.980  C249 1.108
257 H 0.014 -7.831 -6.050  C249 1.137
258 H -0.749 -5.631 -5.476  C251 1.126
259 H -1.628 -6.850 -4.659  C251 1.103
260 H -0.472 -4.213 -3.556  C252 1.122
261 H -0.761 -5.181 -1.129  C253 1.093
262 H 0.464 -6.096 -1.912  C253 1.095
263 H -1.108 -6.757 -1.863  C253 1.112
264 H -2.677 -4.077 -2.703  N254 1.006
265 H -2.882 -5.588 -3.178  N254 1.021

Summary:
SMILES	CC1(C)CCCC(C)(C)N1O.CC1(C)CCCC(C)(C)N1O.CC1(C)CCCC(C)(C)N1O.CC1(C)CCCC(C)(C)N1O.CC1(C)CCCC(C)(C)N1O.CC1(C)CCCC(C)(C)N1O.COC[C@H](C)N.COC[C@H](C)N.COC[C@H](C)N.COC[C@H](C)N.COC[C@H](C)N
net charge	0
orbital gap	0.3155	hartree
HOMO	-8.059	eV
energy above the lowest of the compared OMol25 structures with the same formula, charge and spin	150.1	kJ/mol

Löwdin population analysis, charges in e, atoms 1 to 99: atom 1 (C): -0.05, atom 2 (C): -0.49, atom 3 (C): -0.01, atom 4 (C): -0.11, atom 5 (C): -0.15, atom 6 (C): -0.17, atom 7 (C): -0.49, atom 8 (C): 0.00, atom 9 (C): -0.04, atom 10 (N): -0.06, atom 11 (O): -0.06, atom 12 (H): 0.06, atom 13 (H): 0.08, atom 14 (H): 0.10, atom 15 (H): 0.07, atom 16 (H): 0.08, atom 17 (H): 0.07, atom 18 (H): 0.11, atom 19 (H): 0.11, atom 20 (H): 0.10, atom 21 (H): 0.09, atom 22 (H): 0.12, atom 23 (H): 0.12, atom 24 (H): 0.09, atom 25 (H): 0.07, atom 26 (H): 0.05, atom 27 (H): 0.09, atom 28 (H): 0.05, atom 29 (H): 0.11, atom 30 (H): 0.05, atom 31 (C): -0.03, atom 32 (C): -0.46, atom 33 (C): -0.02, atom 34 (C): -0.15, atom 35 (C): -0.16, atom 36 (C): -0.11, atom 37 (C): -0.54, atom 38 (C): -0.05, atom 39 (C): -0.03, atom 40 (N): -0.06, atom 41 (O): -0.07, atom 42 (H): 0.09, atom 43 (H): 0.08, atom 44 (H): 0.04, atom 45 (H): 0.07, atom 46 (H): 0.08, atom 47 (H): 0.07, atom 48 (H): 0.12, atom 49 (H): 0.12, atom 50 (H): 0.13, atom 51 (H): 0.09, atom 52 (H): 0.11, atom 53 (H): 0.13, atom 54 (H): 0.07, atom 55 (H): 0.10, atom 56 (H): 0.09, atom 57 (H): 0.07, atom 58 (H): 0.06, atom 59 (H): 0.07, atom 60 (H): 0.10, atom 61 (C): -0.03, atom 62 (C): -0.53, atom 63 (C): -0.05, atom 64 (C): -0.11, atom 65 (C): -0.15, atom 66 (C): -0.14, atom 67 (C): -0.51, atom 68 (C): -0.03, atom 69 (C): -0.03, atom 70 (N): -0.11, atom 71 (O): -0.04, atom 72 (H): 0.09, atom 73 (H): 0.07, atom 74 (H): 0.07, atom 75 (H): 0.10, atom 76 (H): 0.06, atom 77 (H): 0.09, atom 78 (H): 0.11, atom 79 (H): 0.11, atom 80 (H): 0.12, atom 81 (H): 0.09, atom 82 (H): 0.11, atom 83 (H): 0.12, atom 84 (H): 0.07, atom 85 (H): 0.07, atom 86 (H): 0.09, atom 87 (H): 0.07, atom 88 (H): 0.08, atom 89 (H): 0.08, atom 90 (H): 0.06, atom 91 (C): -0.01, atom 92 (C): -0.50, atom 93 (C): -0.02, atom 94 (C): -0.15, atom 95 (C): -0.18, atom 96 (C): -0.15, atom 97 (C): -0.47, atom 98 (C): -0.01, atom 99 (C): -0.03